# 1
78
Properties=species:S:1:pos:R:3:lowdin_charge:R:1 method="wB97M-V/def2-TZVPD" e_lumo_ev="3.42 / 3.43" s_squared=2.02 multiplicity=3 e_above_lowest_kcal_mol=3.6 charge=-2 orbital_gap_ha="0.13490 / 0.20124"
Ti -1.033 -18.617 0.788 1.040
C -1.728 -19.732 -3.448 -0.029
C -1.477 -18.260 -3.405 -0.303
C -1.381 -17.498 -4.552 -0.046
C -1.062 -16.139 -4.444 -0.084
C -0.862 -15.579 -3.197 -0.017
C -1.023 -16.431 -2.020 -0.190
N -1.367 -17.697 -2.181 0.169
C -0.911 -15.806 -0.719 -0.182
C -1.064 -14.443 -0.642 -0.069
C -0.832 -13.781 0.555 -0.090
C -0.491 -14.511 1.689 -0.032
C -0.256 -15.885 1.559 -0.250
N -0.552 -16.560 0.408 0.062
C 0.076 -16.624 2.732 -0.220
C -0.178 -16.099 4.021 -0.050
C 0.181 -16.895 5.093 -0.103
C 0.662 -18.203 4.922 -0.087
C 0.748 -18.723 3.656 -0.325
C 1.259 -20.122 3.389 -0.027
N 0.438 -17.972 2.566 0.094
H -0.807 -20.234 -3.757 0.077
H -1.983 -20.114 -2.448 0.075
H -2.540 -19.938 -4.136 0.069
H -1.498 -17.947 -5.534 0.102
H -0.914 -15.578 -5.335 0.083
H -0.486 -14.541 -3.162 0.102
H -1.375 -13.989 -1.584 0.088
H -0.995 -12.669 0.641 0.104
H -0.366 -13.988 2.653 0.102
H -0.695 -15.162 4.120 0.084
H 0.136 -16.433 6.098 0.095
H 0.943 -18.789 5.805 0.098
H 2.082 -20.374 4.087 0.080
H 0.425 -20.822 3.584 0.081
H 1.545 -20.238 2.340 0.071
O -0.907 -22.602 1.145 0.051
C -0.506 -21.509 0.773 -0.494
O -0.879 -20.376 1.392 -0.167
C 0.526 -21.282 -0.320 -0.036
C 1.147 -22.448 -0.796 0.104
C 2.106 -22.376 -1.825 -0.154
C 2.497 -21.122 -2.322 0.075
C 1.857 -20.021 -1.842 -0.051
C 0.845 -20.042 -0.844 -0.211
O 0.261 -18.898 -0.503 -0.169
N 2.424 -18.767 -2.368 -0.314
O 3.110 -18.846 -3.383 0.031
O 2.129 -17.720 -1.777 0.093
N 2.738 -23.507 -2.380 -0.342
O 2.311 -24.640 -2.117 0.047
O 3.750 -23.280 -3.098 0.008
H 0.757 -23.382 -0.422 0.126
H 3.296 -21.061 -3.047 0.126
Br -8.028 -18.249 -0.307 0.625
C -6.250 -18.027 0.311 -0.779
C -6.039 -17.335 1.487 -0.772
Br -7.523 -16.650 2.452 0.624
C -4.797 -17.230 2.093 -0.646
Br -4.413 -16.236 3.667 0.691
C -3.718 -17.886 1.458 -0.385
O -2.512 -17.902 1.908 -0.170
C -3.912 -18.594 0.204 -0.374
O -2.783 -19.105 -0.180 -0.156
C -5.194 -18.677 -0.320 -0.631
Br -5.551 -19.639 -1.928 0.676
N -2.607 -19.842 6.881 0.109
C -2.738 -20.631 5.788 -0.379
C -3.590 -20.264 4.722 -0.097
N -3.676 -20.988 3.649 0.102
C -3.057 -22.184 3.656 -0.146
C -2.253 -22.550 4.697 -0.172
N -1.990 -21.767 5.739 0.102
H -2.940 -18.884 6.805 0.098
H -1.984 -20.140 7.626 0.094
H -4.181 -19.359 4.757 0.094
H -3.113 -22.738 2.731 0.094
H -1.781 -23.547 4.702 0.104

---

# 2
70
Properties=species:S:1:pos:R:3:lowdin_charge:R:1 method="wB97M-V/def2-TZVPD" e_lumo_ev="-0.78 / -0.77" s_squared=3.76 multiplicity=4 orbital_gap_ha="0.27510 / 0.28532"
Co 0.014 -0.286 0.082 0.667
N -3.958 -0.349 -1.904 0.142
C -2.696 -0.635 -1.563 -0.117
N -2.099 -0.195 -0.503 0.105
C -2.760 0.715 0.317 -0.242
N -2.192 1.361 1.283 0.124
N -0.849 1.047 1.366 -0.061
C -0.084 1.736 2.111 -0.051
C 1.350 1.333 2.105 -0.274
C 2.264 1.907 2.968 -0.009
C 3.568 1.426 2.965 -0.044
C 3.900 0.392 2.111 -0.036
C 2.917 -0.119 1.272 -0.101
N 1.678 0.345 1.255 0.047
C -4.184 0.968 0.065 -0.074
C -4.970 1.755 0.913 -0.007
C -6.291 1.997 0.611 -0.066
C -6.850 1.462 -0.555 -0.067
C -6.095 0.685 -1.403 -0.012
C -4.759 0.438 -1.083 -0.169
H -4.317 -0.699 -2.777 0.163
H -2.149 -1.286 -2.235 0.099
H -0.438 2.563 2.721 0.135
H 1.956 2.701 3.634 0.117
H 4.307 1.850 3.631 0.112
H 4.898 -0.019 2.083 0.110
H 3.125 -0.938 0.595 0.119
H -4.511 2.166 1.800 0.113
H -6.896 2.603 1.270 0.106
H -7.887 1.657 -0.794 0.109
H -6.522 0.266 -2.306 0.116
O 1.364 -0.694 -1.766 -0.077
C 1.419 0.404 -2.709 -0.295
C 0.158 1.254 -2.358 -0.585
O -0.574 1.678 -3.238 0.072
O 0.010 1.417 -1.100 -0.095
C 2.725 1.154 -2.446 -0.134
C 2.800 2.248 -1.587 -0.012
C 4.026 2.834 -1.304 -0.075
C 5.194 2.333 -1.861 -0.091
C 5.129 1.241 -2.714 -0.076
C 3.903 0.663 -3.007 -0.026
C 1.361 -0.115 -4.134 -0.167
C 1.240 -1.465 -4.420 -0.033
C 1.188 -1.909 -5.739 -0.080
C 1.259 -1.001 -6.780 -0.095
C 1.385 0.356 -6.498 -0.071
C 1.437 0.793 -5.188 -0.026
H 2.247 -1.072 -1.687 0.108
H 1.897 2.633 -1.137 0.111
H 4.066 3.690 -0.643 0.103
H 6.146 2.796 -1.640 0.100
H 6.030 0.846 -3.164 0.102
H 3.859 -0.174 -3.694 0.122
H 1.189 -2.178 -3.612 0.070
H 1.095 -2.967 -5.944 0.101
H 1.219 -1.343 -7.806 0.098
H 1.441 1.075 -7.304 0.102
H 1.524 1.850 -4.974 0.127
Cl 0.203 -1.399 3.422 0.679
C -0.533 -2.486 2.250 -0.669
C -0.278 -2.291 0.897 -0.204
C -0.808 -3.295 0.092 -0.678
Cl -0.522 -3.208 -1.641 0.692
C -1.580 -4.358 0.543 -0.716
Cl -2.215 -5.540 -0.544 0.660
C -1.851 -4.460 1.905 -0.714
Cl -2.831 -5.742 2.506 0.671
C -1.312 -3.516 2.772 -0.714
Cl -1.623 -3.643 4.465 0.661

---

# 3
90
Properties=species:S:1:pos:R:3:lowdin_charge:R:1 method="wB97M-V/def2-TZVPD" e_lumo_ev="-4.32 / -5.30" s_squared=0.80 multiplicity=2 e_above_lowest_kcal_mol=48.9 charge=+1 orbital_gap_ha="0.24701 / 0.21645"
V -0.815 -0.418 -0.090 0.994
C -3.750 2.759 -0.157 0.037
C -2.831 1.631 -0.450 -0.185
N -1.778 1.342 0.239 0.020
O -1.472 2.130 1.308 0.135
B -1.079 1.300 2.431 -1.071
F -0.345 1.949 3.335 0.260
F -2.123 0.574 2.933 0.215
O -0.185 0.142 1.751 0.019
N 0.446 0.510 0.698 -0.150
C 1.518 1.070 0.277 -0.171
C 2.550 1.759 1.090 0.052
C 1.527 0.792 -1.143 -0.186
N 0.509 0.037 -1.469 -0.001
O 0.513 -0.564 -2.663 0.097
B -0.788 -0.648 -3.406 -1.109
F -1.122 0.612 -3.838 0.195
F -0.641 -1.566 -4.381 0.230
O -1.881 -1.102 -2.461 0.043
N -2.041 -0.188 -1.503 -0.088
C -2.967 0.713 -1.560 -0.187
C -4.007 0.801 -2.615 0.041
C 2.575 1.245 -2.094 0.036
H -3.712 2.986 0.907 0.099
H -4.765 2.514 -0.452 0.094
H -3.438 3.652 -0.701 0.112
H 2.220 1.811 2.127 0.100
H 2.729 2.761 0.702 0.106
H 3.491 1.210 1.049 0.099
H -3.721 0.156 -3.444 0.100
H -4.114 1.828 -2.966 0.108
H -4.977 0.468 -2.240 0.105
H 3.571 1.114 -1.676 0.095
H 2.424 2.303 -2.312 0.106
H 2.486 0.685 -3.020 0.093
C 4.622 -5.975 -1.527 -0.036
C 3.461 -5.713 -2.482 -0.284
C 2.814 -7.036 -2.889 -0.133
C 1.762 -6.779 -3.953 -0.121
C 0.777 -5.765 -3.458 -0.120
C -0.492 -5.723 -3.997 0.091
C -1.437 -4.815 -3.528 -0.231
F -2.645 -4.803 -4.078 0.114
C -1.146 -3.960 -2.492 0.093
C 0.142 -3.968 -1.944 -0.013
C 0.457 -3.027 -0.889 -0.237
O -0.370 -2.189 -0.446 -0.081
C 1.801 -3.090 -0.414 -0.040
C 2.718 -3.951 -0.981 0.064
N 2.417 -4.832 -1.920 0.053
C 1.129 -4.868 -2.432 -0.041
C 2.257 -2.082 0.553 -0.474
O 3.263 -1.441 0.457 0.184
O 1.409 -1.847 1.598 -0.304
H 5.266 -6.723 -1.983 0.095
H 4.269 -6.375 -0.578 0.100
H 5.238 -5.098 -1.346 0.082
H 3.849 -5.210 -3.378 0.170
H 2.364 -7.499 -2.008 0.139
H 3.576 -7.711 -3.275 0.130
H 1.240 -7.699 -4.212 0.130
H 2.243 -6.414 -4.865 0.137
H -0.761 -6.397 -4.794 0.143
H -1.881 -3.254 -2.137 0.124
H 3.735 -3.906 -0.627 0.145
F -5.418 -3.135 4.391 0.148
C -5.064 -2.907 3.130 -0.120
C -5.933 -3.278 2.115 -0.114
F -7.073 -3.876 2.441 0.144
C -5.637 -3.088 0.736 -0.023
C -4.414 -2.424 0.485 -0.106
C -3.559 -2.082 1.501 -0.104
F -2.462 -1.374 1.133 0.049
C -3.801 -2.347 2.852 0.000
C -2.798 -2.055 3.860 -0.090
C -1.456 -2.258 3.643 -0.391
N -0.983 -2.893 2.540 -0.209
C -3.202 -1.534 5.114 -0.165
N -3.523 -1.063 6.105 0.220
F -4.036 -2.060 -0.754 0.114
C -6.488 -3.511 -0.311 -0.116
C -7.785 -4.009 -0.115 -0.166
N -8.867 -4.381 -0.019 0.231
C -6.097 -3.434 -1.659 -0.171
N -5.802 -3.396 -2.769 0.226
O -0.576 -1.984 4.633 -0.079
S 0.973 -2.012 4.213 0.623
O 1.462 -0.723 3.903 -0.193
O 1.681 -2.858 5.098 -0.224
S 0.540 -3.124 2.382 1.197

---

no.,E_tot (Eh),F_max (eV Å⁻¹)
1,-13569.66236,5.2
2,-5492.13683,0.8
3,-5243.38794,3.5